Density functional theory data (the ωB97M-V functional and the def2-TZVPD basis) for C22H50IrNPSi4Te as an isolated structure in a non-equilibrium geometry.

Structure (XYZ):
```
80
Properties=species:S:1:pos:R:3:lowdin_charge:R:1
C -2.3802 0.0230 -5.5769 -0.041
C -1.9975 -1.0296 -4.7506 -0.046
C -1.2536 -0.7940 -3.5796 -0.270
C -0.9703 0.5457 -3.2653 -0.301
C -1.2496 1.5989 -4.1277 -0.333
C -2.0383 1.3346 -5.2489 -0.015
C -0.8551 -1.9135 -2.6765 -0.156
C -0.2083 -3.1479 -3.3591 -0.117
N 1.0888 -2.9437 -3.9450 -0.103
Ir -0.3356 1.1249 -1.4101 0.528
C -0.7353 2.9720 -3.8378 -0.267
P 0.5509 2.7893 -2.5225 0.625
H -2.3145 -2.0531 -4.9731 0.119
H -2.3620 2.1714 -5.8648 0.128
H -2.9576 -0.1708 -6.4845 0.123
H -1.5245 3.6457 -3.4655 0.114
H -0.2688 3.4452 -4.7069 0.109
H -0.1783 -1.5556 -1.8863 0.057
H -1.7392 -2.2953 -2.1371 0.131
H -0.0655 -3.9215 -2.5867 0.145
C 0.9363 4.4084 -1.8927 -0.236
C 1.9838 2.2240 -3.4915 -0.227
H -0.8806 -3.5413 -4.1464 0.144
C 1.2100 -2.5359 -5.3052 0.014
C 2.2774 -3.2996 -3.2203 0.015
H 1.1038 0.3763 -0.7809 -0.016
H 1.8603 -3.2398 -5.8538 0.134
H 0.2062 -2.5206 -5.7598 0.108
H 1.6421 -1.5234 -5.3903 0.131
H 2.7240 -4.2200 -3.6356 0.137
H 3.0395 -2.5064 -3.2880 0.125
H 2.0201 -3.4822 -2.1668 0.111
H 2.3342 3.0602 -4.1037 0.067
H 2.7621 1.9048 -2.7952 0.045
H 1.7067 1.3770 -4.1296 0.047
H 0.8897 5.1410 -2.7055 0.066
H 0.2214 4.6790 -1.1109 0.056
H 1.9462 4.3737 -1.4708 0.061
H 1.3860 0.8218 -1.3408 -0.008
C 3.2326 0.1078 2.3665 -0.209
Si 1.7458 1.0407 3.0609 0.372
C 1.9169 1.1538 4.9394 -0.186
C 1.6854 2.7645 2.2971 -0.212
Si -0.2784 -0.0934 2.5942 0.166
Te -1.5936 0.0065 0.4581 0.766
Si -0.1223 -2.2975 3.3836 0.344
C 0.0355 -2.2671 5.2622 -0.190
C -1.6587 -3.2641 2.8777 -0.216
C 1.3984 -3.1117 2.6218 -0.210
Si -2.1607 1.0965 3.3462 0.257
C -1.9608 1.1443 5.2371 -0.189
C -2.1187 2.8365 2.6250 -0.219
C -3.8564 0.3344 2.9957 -0.238
H 4.1188 0.7583 2.4307 0.045
H 3.0893 -0.1577 1.3108 0.019
H 3.4469 -0.8135 2.9242 0.022
H 2.8575 1.6816 5.1596 0.052
H 1.0989 1.7185 5.4043 0.021
H 1.9662 0.1663 5.4169 0.022
H 1.3360 2.7398 1.2550 0.001
H 1.0331 3.4448 2.8610 0.028
H 2.7035 3.1847 2.3028 0.043
H -0.7970 -1.7416 5.7470 0.022
H 0.0281 -3.3089 5.6175 0.050
H 0.9733 -1.8055 5.5971 0.022
H -1.7744 -3.2962 1.7858 0.018
H -1.5622 -4.2990 3.2414 0.045
H -2.5770 -2.8380 3.3034 0.029
H 1.4310 -2.9630 1.5337 0.021
H 2.3364 -2.7311 3.0454 0.020
H 1.3518 -4.1944 2.8128 0.045
H -1.0567 1.6734 5.5613 0.018
H -2.8300 1.6816 5.6460 0.049
H -1.9486 0.1420 5.6848 0.022
H -2.0226 2.8466 1.5319 0.000
H -3.0671 3.3327 2.8802 0.048
H -1.2994 3.4367 3.0414 0.027
H -4.1013 0.2270 1.9290 -0.011
H -3.9577 -0.6545 3.4624 0.033
H -4.6166 0.9953 3.4410 0.049
```

Values from the calculation:
Max |F|   2.35 eV/A
LUMO energy (spin up / spin down)   -4.7 / -8.6 eV
Total charge   +2
Frontier orbital gap (spin up / spin down)   6.730 / 4.738 eV
HOMO level (spin up / spin down)   -11.42 / -13.38 eV
Multiplicity   6
Calculated total energy   -76030.2250 eV